No. 1
DFT (ωB97M-V with the def2-TZVPD basis set) results for C49H39HgN4OP2S as an isolated structure.

The geometry in XYZ format:
```
97
Properties=species:S:1:pos:R:3
Hg -0.43178 -1.45915 -1.02191
N -4.68475 -1.95479 -2.25019
C -3.39983 -2.19146 -1.83950
S -2.16474 -1.38804 -2.80908
N -3.23190 -3.00228 -0.84321
N -1.94343 -3.13111 -0.45397
C -1.51707 -4.10904 0.29632
C -2.42657 -5.19371 0.73988
C -3.12280 -5.92525 -0.22125
C -4.00693 -6.92069 0.15631
C -4.21356 -7.19890 1.50044
C -3.53369 -6.47008 2.46338
C -2.64882 -5.47067 2.08551
C -0.11363 -4.05371 0.61458
C 0.45369 -4.89051 1.64806
C 1.68682 -4.71599 2.14317
C 2.59308 -3.65028 1.63471
C 1.87080 -2.77398 0.58737
N 0.68273 -3.20712 -0.08709
H -4.82439 -1.14873 -2.83339
H -5.40746 -2.16590 -1.58124
H -2.96154 -5.71258 -1.26919
H -4.54111 -7.47893 -0.60091
H -4.91040 -7.97234 1.79467
H -3.69564 -6.67462 3.51349
H -2.14844 -4.88133 2.84338
H -0.15508 -5.70177 2.02112
H 2.07105 -5.39718 2.89236
H 3.53911 -4.09549 1.31412
H 2.59280 -2.39782 -0.13912
O 0.37057 2.64566 0.72383
C 0.73283 2.36784 2.01706
C 0.43520 3.20357 3.08485
C 0.85874 2.85835 4.35837
C 1.58016 1.69497 4.57062
C 1.82824 0.84167 3.50910
C 1.38467 1.14696 2.22554
P 1.54096 -0.02802 0.83634
C 3.17835 0.33406 0.11622
C 3.41090 -0.05098 -1.20654
C 4.58490 0.29940 -1.85239
C 5.53730 1.06032 -1.19002
C 5.31240 1.46115 0.11802
C 4.14092 1.10274 0.76740
C 1.64028 -1.67893 1.69270
C 2.79935 -2.34527 2.49179
C 2.64149 -2.45175 3.96947
C 1.43137 -2.38838 4.52587
C 0.24861 -2.11494 3.71435
C 0.33410 -1.79600 2.42184
C 0.62182 3.86643 0.12818
C 1.25711 4.93404 0.74769
C 1.42432 6.12352 0.05324
C 0.98420 6.24851 -1.25237
C 0.40430 5.15727 -1.87936
C 0.22048 3.95360 -1.20902
P -0.46516 2.43849 -1.99391
C -2.25132 2.73768 -1.72391
C -2.93080 1.79445 -0.95806
C -4.27488 1.96086 -0.65454
C -4.95429 3.07440 -1.12249
C -4.28417 4.02610 -1.88152
C -2.93998 3.86298 -2.17385
C -0.13455 2.83568 -3.74753
C -1.08937 3.00384 -4.74247
C -0.70255 3.18495 -6.06342
C 0.63998 3.20683 -6.40386
C 1.60230 3.03691 -5.41738
C 1.21593 2.83845 -4.10349
H -0.13379 4.10734 2.92468
H 0.62219 3.51050 5.18787
H 1.92856 1.44030 5.56165
H 2.35191 -0.08831 3.68505
H 2.65882 -0.62148 -1.74278
H 4.74569 -0.00332 -2.87834
H 6.44965 1.34567 -1.69595
H 6.04686 2.06523 0.63410
H 3.97530 1.42562 1.78664
H 3.76597 -1.91446 2.21961
H 3.52808 -2.60014 4.57368
H 1.30576 -2.50448 5.59410
H -0.72160 -2.15151 4.19336
H -0.57078 -1.55335 1.86905
H 1.63768 4.84934 1.75323
H 1.90558 6.95665 0.54729
H 1.10881 7.17993 -1.78638
H 0.11623 5.22969 -2.92059
H -2.39850 0.91981 -0.59579
H -4.78907 1.21806 -0.05910
H -6.00252 3.20874 -0.88932
H -4.80983 4.90156 -2.23952
H -2.41978 4.62418 -2.74127
H -2.14177 2.96951 -4.49651
H -1.45649 3.30173 -6.83074
H 0.93451 3.33840 -7.43631
H 2.65290 3.04981 -5.67603
H 1.96843 2.68102 -3.33685
```

Calculated values
multiplicity = 2
orbital gap (spin up / spin down) = 0.2006 / 0.2616 Eh
HOMO (spin up / spin down) = -0.2087 / -0.2780 Eh
energy above the lowest of the compared OMol25 structures with the same formula, charge and spin = 65.1 kcal per mole
E_tot = -3419.1151 hartree

***

No. 2
DFT (ωB97M-V with the def2-TZVPD basis set) results for C49H40CuF17O3PS as an isolated structure.

The geometry in XYZ format:
```
112
Properties=species:S:1:pos:R:3
Cu -0.62782 -0.10282 0.27344
P 2.14648 -0.79013 0.39219
F 2.82973 -1.76928 -0.75031
F 1.36280 -0.00925 -0.77845
F 0.80323 -1.68958 0.39094
F 1.34668 0.24655 1.34531
F 2.71854 -1.53549 1.70622
F 3.33329 0.30392 0.31213
C -4.89197 1.60201 0.06272
F -6.12328 1.64729 -0.53688
F -4.20428 2.61833 -0.35205
F -5.06442 1.63245 1.39921
S -4.01283 -0.04849 -0.51516
O -4.80843 -1.17871 -0.00308
O -3.95997 -0.01210 -1.94280
O -2.65406 0.11065 0.05070
F 2.08726 -8.16856 3.67555
C 2.12394 -7.04730 2.97022
C 2.96580 -6.06409 3.38656
C 3.01416 -4.84452 2.63511
C 2.15277 -4.66760 1.49992
C 1.20589 -5.64209 1.29976
C 1.18224 -6.82516 1.98984
H 3.55787 -6.12149 4.28798
H 3.70962 -4.04244 2.83363
H 2.26360 -3.75465 0.93367
H 0.42556 -5.49145 0.56847
H 0.39712 -7.50334 1.68978
F -1.24444 -1.80551 1.44578
C -1.66012 -2.98576 2.04839
C -0.74081 -3.63849 2.84039
C -1.18376 -4.83308 3.48042
C -2.47577 -5.36950 3.34263
C -3.35593 -4.68203 2.45655
C -2.93020 -3.49829 1.83712
H 0.20232 -3.17405 3.08776
H -0.46957 -5.33418 4.11700
H -2.72058 -6.30847 3.81676
H -4.32787 -5.12171 2.28789
H -3.57757 -3.04967 1.09817
F 5.01874 4.52087 -2.63570
C 4.50351 3.38116 -3.16383
C 4.25768 3.28721 -4.48204
C 3.79945 2.13120 -5.15177
C 3.51718 0.96800 -4.39517
C 3.74674 1.06802 -3.02358
C 4.23967 2.23013 -2.44164
H 4.37177 4.19088 -5.06234
H 3.64034 2.01592 -6.21375
H 3.10717 0.04030 -4.76619
H 3.32047 0.27942 -2.42126
H 4.42722 2.18940 -1.37883
F -0.93564 0.53324 -2.07171
C -1.11497 1.08628 -3.32228
C -2.00976 2.17909 -3.50363
C -2.21731 2.65398 -4.80695
C -1.58079 2.02418 -5.87184
C -0.66822 0.97892 -5.68086
C -0.41810 0.51842 -4.38460
H -2.52777 2.63169 -2.67104
H -2.94378 3.44914 -4.88666
H -1.74136 2.39182 -6.87456
H -0.11020 0.49518 -6.46890
H 0.16158 -0.38254 -4.24798
F 1.41936 2.96251 1.80724
C 2.08836 4.14974 1.80445
C 1.98023 4.93404 2.95092
C 2.79535 6.08012 3.04974
C 3.64054 6.44613 2.05554
C 3.74132 5.63202 0.93468
C 2.99905 4.46377 0.81140
H 1.25061 4.74746 3.72503
H 2.69771 6.75664 3.88591
H 4.13901 7.40338 2.09575
H 4.40290 6.06818 0.20086
H 3.10529 3.83531 -0.06047
F -1.15584 -1.71261 -1.26347
C -1.53261 -2.87100 -1.72705
C -2.83166 -3.13062 -2.12715
C -3.10687 -4.45749 -2.49773
C -2.09343 -5.43429 -2.48522
C -0.73068 -5.08798 -2.23718
C -0.53823 -3.77397 -1.81799
H -3.60949 -2.38177 -2.10267
H -4.09620 -4.74636 -2.82047
H -2.28427 -6.44008 -2.82924
H 0.09944 -5.77163 -2.33674
H 0.47362 -3.49299 -1.56579
F -1.39370 0.73726 2.19280
C -1.51388 0.72148 3.52913
C -0.59771 1.42807 4.36188
C -0.67906 1.30864 5.74847
C -1.73638 0.55803 6.21650
C -2.70455 -0.09375 5.40492
C -2.56559 0.02433 4.01805
H 0.12860 2.08363 3.90459
H -0.03952 1.82548 6.44866
H -1.81888 0.47217 7.28992
H -3.47377 -0.70194 5.85746
H -3.29512 -0.45996 3.38588
F -0.58352 1.97562 -0.04616
C -0.44278 3.17754 -0.58451
C 0.69463 3.42702 -1.40831
C 0.77527 4.52610 -2.22617
C -0.23529 5.50499 -2.18966
C -1.31680 5.35872 -1.31155
C -1.41394 4.15830 -0.55253
H 1.44253 2.66009 -1.54560
H 1.66370 4.62674 -2.83195
H -0.03646 6.41135 -2.74229
H -2.05921 6.13415 -1.19352
H -2.29095 4.04357 0.06723
```

Calculated values
multiplicity = 2
orbital gap (spin up / spin down) = 0.3565 / 0.1886 Eh
HOMO (spin up / spin down) = -0.3348 / -0.3348 Eh
E_tot = -6194.7303 hartree

***

No. 3
DFT (ωB97M-V with the def2-TZVPD basis set) results for C49H41BaN12O2S as an isolated structure.

The geometry in XYZ format:
```
106
Properties=species:S:1:pos:R:3
Ba -0.10593 0.36060 0.33279
C 1.71658 2.39697 -3.30303
N 1.06622 3.07877 -2.19840
C -0.11467 3.84466 -2.56148
C -1.31537 3.57224 -1.67203
C -2.60662 3.68655 -2.16921
C -3.67585 3.55295 -1.29556
C -3.42267 3.30179 0.04008
C -2.10147 3.18509 0.44623
N -1.06800 3.31984 -0.38472
C 1.96588 3.88017 -1.38106
C 3.25612 1.99908 -0.04259
C 4.59697 2.50767 0.46195
C 4.95647 1.80037 1.72334
C 4.67790 0.49218 1.65164
C 4.03216 -0.06750 0.43538
N 3.36693 0.59550 -0.43488
C 0.79683 1.55034 -4.14383
C 0.72605 1.77160 -5.51651
C -0.05658 0.93759 -6.29752
C -0.74248 -0.09061 -5.67824
C -0.62329 -0.22625 -4.30189
N 0.11758 0.57626 -3.54060
H 2.47582 1.72846 -2.89341
H 2.21553 3.11161 -3.98349
H -0.38462 3.68135 -3.60758
H 0.10023 4.91854 -2.46264
H -2.76711 3.88442 -3.22244
H -4.69285 3.63193 -1.65972
H -4.22558 3.16854 0.75156
H -1.85841 2.96175 1.47983
H 1.42526 4.12492 -0.46914
H 2.19347 4.84432 -1.87763
H 5.30476 2.16225 -0.30169
H 5.41650 2.26875 2.58494
H 4.90383 -0.19642 2.45603
H 4.10104 -1.14304 0.28407
H 1.28710 2.58310 -5.96198
H -0.12422 1.08699 -7.36811
H -1.35212 -0.78455 -6.24091
H -1.13940 -1.02631 -3.78620
O -3.77898 -1.60743 1.98418
C -3.15119 -0.76841 1.32585
N -2.23737 0.12391 1.72176
C -2.05673 0.41510 3.08582
C -2.97020 0.06022 4.09218
C -2.75894 0.39557 5.41850
C -1.61319 1.08599 5.78641
C -0.72527 1.48903 4.80537
C -0.94030 1.20724 3.45431
N -0.02438 1.61202 2.45492
C 0.60030 2.77702 2.58627
O 0.38414 3.70135 3.38428
C 1.79021 2.97569 1.62382
C 2.46128 4.27472 1.79661
C 3.49811 4.71796 1.08924
C 4.20544 3.93908 0.03065
C 3.26763 3.21563 -1.01156
N 2.10859 2.02436 0.83144
C -3.50830 -0.67275 -0.15586
C -4.63466 -1.37399 -0.58167
C -5.04867 -1.24969 -1.89333
C -4.31574 -0.43953 -2.75108
C -3.19391 0.19408 -2.24678
N -2.79404 0.09332 -0.98155
H -3.84289 -0.50799 3.81572
H -3.48417 0.09698 6.16678
H -1.41666 1.32128 6.82585
H 0.15693 2.05194 5.07644
H 2.00456 4.89331 2.55694
H 3.87531 5.71468 1.29338
H 5.00576 4.52947 -0.41308
H 3.87522 2.98004 -1.88569
H -5.14103 -1.99734 0.14038
H -5.92881 -1.77386 -2.24639
H -4.60084 -0.30444 -3.78658
H -2.58102 0.81804 -2.88878
S -0.56945 -2.27093 -1.04881
C -0.07561 -3.46330 0.11260
N -0.36602 -4.73129 0.04127
N -1.12165 -5.08641 -0.99231
C -1.43799 -6.40255 -1.24387
C -0.96495 -7.44480 -0.44264
C -1.30468 -8.75251 -0.74585
C -2.10941 -9.05218 -1.83782
C -2.58096 -8.01250 -2.63070
C -2.25448 -6.70053 -2.34038
N 0.70580 -3.23920 1.24461
N 1.02313 -2.07182 1.54064
C 1.87474 -2.01703 2.68922
C 2.54136 -3.13184 3.20236
C 3.36123 -2.99620 4.30734
C 3.52336 -1.75478 4.91770
C 2.86105 -0.65034 4.40593
C 2.04631 -0.77641 3.28963
H -1.40228 -4.34101 -1.63005
H -0.33867 -7.20434 0.40433
H -0.93327 -9.55361 -0.11810
H -2.36526 -10.07808 -2.06867
H -3.21288 -8.22565 -3.48438
H -2.62540 -5.88826 -2.95485
H 2.39930 -4.08650 2.71524
H 3.86867 -3.86577 4.70695
H 4.15891 -1.65370 5.78880
H 2.97236 0.31897 4.87662
H 1.51858 0.08760 2.89913
```

Calculated values
total charge = -1
orbital gap = 0.2235 Eh
HOMO = -0.1497 Eh
energy above the lowest of the compared OMol25 structures with the same formula, charge and spin = 13.1 kcal per mole
E_tot = -3123.1733 hartree

***

No. 4
DFT (ωB97M-V with the def2-TZVPD basis set) results for C49H41BrKN9O6SSe2 as an isolated structure.

The geometry in XYZ format:
```
110
Properties=species:S:1:pos:R:3
K 0.15463 0.49510 -0.85848
O 0.22738 -4.40857 -1.14821
C 1.38594 -4.60168 -1.78713
C 1.64255 -5.83031 -2.40396
C 2.85913 -6.06023 -3.02666
C 3.83910 -5.07239 -3.04734
C 3.56644 -3.84197 -2.46083
C 2.35672 -3.58478 -1.83448
C 2.01418 -2.18852 -1.31621
O 0.81567 -2.06376 -0.74272
N 3.16718 -1.65533 -0.41327
N 2.89528 -1.26756 0.83785
C 2.11163 -1.99990 1.53670
C 1.68807 -1.59657 2.87566
Br 2.16263 0.17145 3.38905
C 1.02270 -2.44281 3.67095
C 0.35170 -2.32393 4.97345
C -0.00091 -1.12712 5.60762
C -0.69674 -1.13581 6.80875
C -1.05871 -2.33003 7.41613
C -0.72148 -3.52650 6.79797
C -0.03525 -3.51725 5.59457
H 0.26336 -3.39536 -0.87180
H 0.86864 -6.58821 -2.37923
H 3.04592 -7.01982 -3.49682
H 4.79882 -5.25909 -3.51446
H 4.31274 -3.05400 -2.48952
H 2.13770 -1.51479 -2.18899
H 3.65415 -0.90027 -0.87822
H 1.69929 -2.93585 1.17209
H 0.95966 -3.44125 3.24362
H 0.24943 -0.18360 5.15105
H -0.96308 -0.19334 7.27208
H -1.60327 -2.32901 8.35222
H -0.99846 -4.46979 7.25287
H 0.20787 -4.45564 5.10852
Se -2.12167 -2.46690 -2.06295
Se -1.95420 -3.46361 -4.13529
C -0.25848 -2.68065 -4.64551
C 0.66513 -3.42503 -5.37045
C 1.89506 -2.84502 -5.63073
C 2.14766 -1.55845 -5.17691
C 1.14883 -0.89112 -4.47968
N -0.03705 -1.44602 -4.22764
C -2.84408 -0.76066 -2.56772
C -3.82485 -0.59516 -3.53817
C -4.29295 0.68008 -3.78234
C -3.78348 1.74015 -3.04841
C -2.80690 1.48129 -2.10157
N -2.33884 0.24903 -1.86836
H 0.43505 -4.43599 -5.68004
H 2.65917 -3.40418 -6.15779
H 3.10655 -1.08352 -5.33804
H 1.27606 0.11945 -4.09967
H -4.19984 -1.45292 -4.07824
H -5.05722 0.84711 -4.53290
H -4.12781 2.75333 -3.20948
H -2.38372 2.27959 -1.49991
C 3.75744 3.02806 0.63228
C 3.21519 4.24955 0.25615
C 2.50440 4.32779 -0.92323
C 2.33797 3.18594 -1.72019
N 2.87013 2.00838 -1.35561
C 3.54815 1.94722 -0.20796
C 1.53036 3.25702 -2.97414
C 1.66707 4.40080 -3.77358
C 0.86774 4.56630 -4.89369
C -0.06877 3.58132 -5.19945
C -0.15346 2.43686 -4.40967
C 0.63213 2.20779 -3.26036
H 4.30316 2.90480 1.55980
H 3.32273 5.12172 0.89205
H 2.03519 5.25460 -1.22571
H 3.94928 0.97658 0.06631
H 2.41555 5.15596 -3.53936
H 0.97214 5.44685 -5.51917
H -0.72270 3.71171 -6.05956
H -0.87679 1.67523 -4.70958
C -2.05595 -2.83483 3.16775
N -2.62099 -1.63663 2.56896
C -2.51666 -0.42635 3.16983
C -3.04994 0.68117 2.62391
C -3.73706 0.50400 1.37508
N -3.79186 -0.65435 0.74820
C -3.22205 -1.76717 1.29502
O -3.19656 -2.86642 0.75844
N -4.40679 1.54978 0.84314
H -1.95044 -2.68325 4.24153
H -1.08242 -3.06327 2.73114
H -2.71541 -3.67286 2.95931
H -1.98459 -0.41075 4.11381
H -2.97839 1.65493 3.08657
H -4.17711 2.48250 1.17646
H -4.66768 1.44666 -0.12469
O -2.98444 5.83638 1.27329
S -2.72108 4.51328 1.78287
O -3.85001 3.86925 2.44126
N -2.05894 3.53981 0.70679
C -0.79742 3.19563 1.03692
O -0.07103 2.40937 0.43878
C -0.33578 3.83998 2.32571
C 0.88752 3.69514 2.95311
C 1.05287 4.28124 4.20291
C 0.00888 4.98057 4.80936
C -1.21143 5.14205 4.16159
C -1.34613 4.57038 2.91152
H 1.67471 3.12931 2.47134
H 2.00017 4.18333 4.72020
H 0.14579 5.39326 5.80168
H -2.02971 5.68108 4.62181
```

Calculated values
total charge = -2
orbital gap = 0.1967 Eh
HOMO = -0.0623 Eh
energy above the lowest of the compared OMol25 structures with the same formula, charge and spin = 59.2 kcal per mole
E_tot = -11211.1837 hartree

***

Question: Which of these has the highest E_tot?
Answer: C49H41BaN12O2S

***

Question: Among the records above, which one has the highest E_tot?
Answer: C49H41BaN12O2S